ORCA calculation (ωB97M-V/def2-TZVPD) on C10H15NO3 in the gas phase.

Output
Multiplicity: 1
Orbital gap in eV: 9.20
SMILES: COc1ccc(OC)c([C@@H](O)CN)c1
HOMO energy in eV: -8.45

Each line ends with the natural charge from an NBO analysis.
Element x y z (Å)
1 C 3.880 -1.331 0.164  -0.253
2 O 3.693 0.009 -0.322  -0.501
3 C 2.375 0.479 0.010  0.275
4 C 2.047 1.818 0.165  -0.245
5 C 0.714 2.174 0.459  -0.223
6 C -0.253 1.176 0.573  0.265
7 O -1.553 1.672 0.727  -0.543
8 C -2.073 2.259 -0.476  -0.258
9 C 0.025 -0.167 0.416  -0.098
10 C -1.007 -1.315 0.813  0.109
11 O -2.031 -1.078 1.656  -0.713
12 C -1.702 -1.781 -0.653  -0.249
13 N -2.832 -0.962 -0.828  -0.882
14 C 1.369 -0.519 0.150  -0.231
15 H 3.807 -1.374 1.185  0.178
16 H 4.838 -1.526 -0.191  0.194
17 H 3.362 -2.177 -0.265  0.168
18 H 2.727 2.580 0.055  0.220
19 H 0.328 3.141 0.436  0.216
20 H -1.634 1.862 -1.395  0.176
21 H -1.826 3.363 -0.300  0.183
22 H -3.140 2.112 -0.603  0.190
23 H -0.494 -2.184 1.362  0.181
24 H -2.753 -0.694 1.144  0.488
25 H -1.886 -2.874 -0.571  0.203
26 H -0.923 -1.484 -1.306  0.187
27 H -2.836 -0.187 -1.481  0.379
28 H -3.754 -1.452 -1.094  0.380
29 H 1.533 -1.540 0.171  0.206

ORCA calculation (ωB97M-V/def2-TZVPD) on C10H15NO3 in the gas phase.

Output
Multiplicity: 1
Orbital gap in eV: 8.06
SMILES: CC[C@H](C)c1[nH]c(O)c(C(C)=O)c1O
HOMO energy in eV: -7.53

Each line ends with the natural charge from an NBO analysis.
Element x y z (Å)
1 C -1.600 -0.612 -2.934  -0.619
2 C -1.759 -1.529 -1.707  -0.381
3 C -1.861 -0.847 -0.363  -0.248
4 C -2.965 0.173 -0.277  -0.601
5 C -0.553 -0.198 -0.003  0.036
6 N -0.069 1.061 -0.346  -0.527
7 C 1.180 1.352 0.240  0.513
8 O 1.921 2.498 0.067  -0.663
9 C 1.490 0.225 0.987  -0.383
10 C 2.526 0.041 1.982  0.575
11 C 3.599 1.094 2.296  -0.717
12 O 2.490 -0.935 2.733  -0.612
13 C 0.441 -0.751 0.788  0.302
14 O 0.421 -1.972 1.380  -0.689
15 H -1.355 -1.163 -3.847  0.220
16 H -2.531 -0.025 -3.062  0.199
17 H -0.785 0.127 -2.756  0.197
18 H -0.876 -2.241 -1.698  0.216
19 H -2.719 -2.075 -1.817  0.196
20 H -2.111 -1.637 0.354  0.238
21 H -3.058 0.541 0.771  0.219
22 H -3.893 -0.262 -0.526  0.211
23 H -2.825 1.033 -0.938  0.190
24 H -0.572 1.750 -0.878  0.418
25 H 2.810 2.349 0.400  0.500
26 H 4.118 0.800 3.212  0.253
27 H 3.138 2.058 2.454  0.224
28 H 4.267 1.123 1.430  0.218
29 H 1.134 -1.979 2.060  0.515

ORCA calculation (ωB97M-V/def2-TZVPD) on a 2-piece molecular cluster, C10H15O overall.

Output
Multiplicity: 2
Orbital gap (alpha / beta) in eV: 9.56 / 6.59
HOMO energy (alpha / beta) in eV: -8.72 / -8.72

Each line ends with the Löwdin spin population.
Element x y z (Å)
1 C 2.924 -2.365 2.322  0.000
2 C 2.084 -1.787 1.197  0.000
3 C 0.766 -1.243 1.677  0.000
4 C -0.355 -2.053 1.766  0.000
5 C -1.569 -1.562 2.224  0.000
6 C -1.638 -0.234 2.622  0.000
7 C -0.531 0.600 2.556  0.001
8 C 0.660 0.080 2.076  0.003
9 C -0.632 2.033 2.961  0.000
10 C -2.774 -2.443 2.250  0.000
11 H 3.877 -2.754 1.957  0.000
12 H 3.140 -1.610 3.079  0.000
13 H 2.399 -3.181 2.821  0.000
14 H 2.643 -0.993 0.686  0.000
15 H 1.909 -2.549 0.428  0.000
16 H -0.288 -3.079 1.451  0.000
17 H -2.572 0.165 2.972  0.000
18 H 1.513 0.726 1.979  0.002
19 H 0.324 2.550 2.868  0.000
20 H -1.350 2.565 2.335  0.000
21 H -0.952 2.128 3.999  0.000
22 H -3.657 -1.921 2.623  0.000
23 H -3.013 -2.806 1.249  0.000
24 H -2.614 -3.312 2.890  0.000
25 O 1.918 2.341 -0.685  0.962
26 H 2.695 2.709 -0.365  0.031

Max |F| (hartree/bohr)
0.091; 0.055; 0.065